Entry 1:
{
  "formula": "C3H10N3S",
  "method": "ωB97M-V with the def2-TZVPD basis set",
  "max_force_ha_per_bohr": 0.1008,
  "lumo_ev": -2.86,
  "mol_weight_g_mol": 120.201,
  "charge": 1,
  "e_homo_ev": -13.77,
  "spin_multiplicity": 1,
  "species": ["C", "C", "C", "N", "N", "N", "S", "H", "H", "H", "H", "H", "H", "H", "H", "H", "H"],
  "xyz": [[1.48, 0.87, 0.33], [1.50, -0.58, 0.84], [-2.62, 0.02, 0.07], [-1.66, 0.63, 0.08], [-3.71, -0.72, 0.29], [0.67, 0.90, -0.93], [1.61, -1.66, -0.67], [0.80, 1.39, 1.07], [2.41, 1.29, 0.24], [2.35, -0.77, 1.40], [0.62, -0.91, 1.37], [-0.31, 0.90, -0.56], [0.80, 1.77, -1.54], [-4.46, -0.06, 0.25], [-3.66, -1.61, -0.23], [1.24, 0.04, -1.38], [2.94, -1.48, -0.63]]
}


Entry 2:
{
  "formula": "C19H44NNdO2P2S",
  "method": "ωB97M-V with the def2-TZVPD basis set",
  "max_force_ha_per_bohr": 0.0791,
  "lumo_ev": [-5.66, -5.58],
  "mol_weight_g_mol": 556.821,
  "charge": 2,
  "e_homo_ev": [-13.97, -13.96],
  "spin_multiplicity": 4,
  "species": ["Nd", "P", "P", "N", "C", "H", "H", "C", "H", "H", "C", "H", "H", "C", "H", "H", "C", "C", "H", "H", "H", "C", "C", "H", "H", "H", "C", "C", "H", "H", "H", "C", "C", "H", "H", "H", "C", "O", "C", "H", "H", "H", "C", "H", "H", "H", "C", "H", "H", "H", "C", "H", "H", "H", "H", "H", "H", "H", "H", "H", "C", "S", "C", "O", "H", "H", "H", "H", "H", "H"],
  "xyz": [[0.29, 1.05, -0.87], [0.72, 1.51, 1.98], [-1.80, -0.79, -1.69], [-1.92, 1.40, 0.43], [-0.75, 2.54, 2.36], [-0.88, 2.53, 3.46], [-0.56, 3.57, 2.06], [-2.07, 2.07, 1.74], [-2.60, 1.35, 2.39], [-2.74, 2.92, 1.58], [-3.27, 1.00, -0.04], [-3.86, 1.93, -0.13], [-3.71, 0.41, 0.79], [-3.29, 0.22, -1.35], [-3.45, 0.91, -2.19], [-4.14, -0.48, -1.32], [-2.36, -2.53, -1.46], [-1.16, -3.48, -1.26], [-1.54, -4.49, -1.06], [-0.54, -3.18, -0.41], [-0.53, -3.53, -2.16], [-1.40, -0.47, -3.48], [-0.31, -1.43, -3.99], [0.04, -1.06, -4.96], [-0.70, -2.44, -4.15], [0.56, -1.49, -3.32], [2.08, 2.76, 1.69], [3.45, 2.08, 1.60], [4.18, 2.82, 1.24], [3.47, 1.23, 0.89], [3.80, 1.72, 2.58], [1.02, 0.60, 3.56], [1.92, -0.62, 3.35], [1.98, -1.19, 4.29], [2.95, -0.34, 3.07], [1.53, -1.30, 2.57], [-1.05, -0.22, 0.79], [-1.56, -0.89, 1.62], [-2.61, -0.44, -4.40], [-3.06, -1.44, -4.55], [-3.40, 0.24, -4.05], [-2.28, -0.08, -5.39], [2.08, 3.94, 2.65], [2.80, 4.68, 2.27], [1.11, 4.44, 2.73], [2.42, 3.66, 3.66], [1.52, 1.47, 4.71], [1.49, 0.86, 5.63], [2.57, 1.78, 4.58], [0.90, 2.35, 4.89], [-3.31, -3.04, -2.52], [-2.81, -3.23, -3.49], [-3.72, -4.01, -2.19], [-4.17, -2.37, -2.69], [-2.90, -2.49, -0.50], [0.01, 0.23, 3.82], [-0.97, 0.55, -3.47], [1.83, 3.16, 0.68], [-1.48, 2.04, -0.24], [-0.80, 2.51, -0.98], [3.65, -1.94, 0.18], [3.44, -0.91, -1.28], [3.20, -2.25, -2.45], [1.99, -0.39, -1.11], [4.52, -2.59, -0.02], [2.77, -2.57, 0.36], [3.87, -1.31, 1.04], [2.39, -2.92, -2.13], [3.00, -1.82, -3.44], [4.14, -2.81, -2.50]]
}


Entry 3:
{
  "formula": "C29H35F32NO10P2",
  "method": "ωB97M-V with the def2-TZVPD basis set",
  "max_force_ha_per_bohr": 0.0615,
  "lumo_ev": 0.15,
  "mol_weight_g_mol": 1227.480,
  "e_homo_ev": -9.31,
  "spin_multiplicity": 1,
  "species": ["C", "C", "O", "C", "O", "O", "C", "C", "C", "C", "C", "C", "N", "P", "P", "O", "O", "O", "H", "H", "H", "H", "H", "H", "H", "H", "H", "H", "H", "H", "H", "H", "H", "H", "H", "H", "H", "F", "C", "F", "C", "F", "F", "C", "O", "C", "F", "F", "C", "F", "F", "H", "H", "H", "H", "F", "C", "F", "C", "F", "F", "C", "O", "C", "F", "F", "C", "F", "F", "H", "H", "H", "H", "F", "C", "F", "C", "F", "F", "C", "O", "C", "F", "F", "C", "F", "F", "H", "H", "H", "H", "F", "C", "F", "C", "F", "F", "C", "O", "C", "F", "F", "C", "F", "F", "H", "H", "H", "H"],
  "xyz": [[-0.76, 1.44, -3.95], [0.63, 1.80, -4.41], [1.12, 1.06, -5.53], [2.46, 0.95, -5.41], [3.19, 0.25, -6.09], [2.85, 1.75, -4.33], [1.76, 1.61, -3.40], [1.80, 2.71, -2.38], [3.05, 2.80, -1.52], [2.78, 3.78, -0.36], [2.01, 3.11, 0.76], [1.28, 4.05, 1.69], [0.22, 4.81, 1.01], [1.82, -0.20, -2.86], [1.16, -0.44, -0.82], [-0.12, 0.21, -0.54], [1.01, -2.01, -0.61], [2.30, -0.06, 0.21], [-1.27, 0.79, -4.64], [-0.73, 0.95, -2.98], [-1.35, 2.33, -3.82], [0.62, 2.85, -4.63], [1.75, 3.64, -2.94], [0.90, 2.67, -1.78], [3.88, 3.16, -2.10], [3.33, 1.84, -1.11], [2.18, 4.57, -0.79], [3.70, 4.23, -0.02], [1.28, 2.43, 0.33], [2.71, 2.50, 1.31], [1.99, 4.70, 2.19], [0.80, 3.45, 2.45], [0.34, 5.80, 1.19], [0.25, 4.68, 0.01], [3.20, -0.49, -2.83], [1.88, -2.42, -0.76], [1.85, 0.10, 1.06], [5.65, -6.42, -1.51], [5.27, -5.15, -1.24], [6.00, -4.71, -0.20], [3.78, -5.07, -0.87], [3.56, -5.73, 0.29], [3.55, -3.74, -0.63], [2.74, -5.50, -1.92], [2.16, -6.79, -1.83], [2.72, -7.90, -2.41], [3.75, -7.59, -3.22], [1.76, -8.46, -3.19], [3.10, -8.96, -1.37], [3.99, -8.46, -0.49], [3.68, -10.00, -2.01], [5.48, -4.52, -2.11], [1.90, -4.83, -1.74], [3.08, -5.28, -2.93], [2.22, -9.30, -0.84], [-2.46, -2.67, -3.73], [-1.24, -3.04, -3.31], [-0.69, -2.00, -2.66], [-0.32, -3.42, -4.48], [-0.07, -2.35, -5.25], [0.87, -3.78, -3.89], [-0.72, -4.61, -5.37], [-1.33, -4.35, -6.62], [-2.69, -4.19, -6.76], [-3.37, -4.51, -5.64], [-3.09, -5.06, -7.72], [-3.06, -2.79, -7.27], [-2.62, -1.84, -6.42], [-4.41, -2.70, -7.35], [-1.34, -3.88, -2.61], [0.23, -5.07, -5.65], [-1.26, -5.37, -4.80], [-2.62, -2.63, -8.25], [-0.91, 7.17, 5.93], [-2.00, 7.13, 6.73], [-1.93, 8.18, 7.57], [-2.05, 5.84, 7.55], [-1.01, 5.79, 8.41], [-3.18, 5.94, 8.30], [-2.16, 4.50, 6.80], [-0.98, 3.73, 6.60], [-0.16, 3.90, 5.52], [-0.69, 4.73, 4.60], [-0.03, 2.68, 4.93], [1.26, 4.33, 5.91], [1.25, 5.49, 6.59], [1.96, 4.50, 4.76], [-2.90, 7.23, 6.12], [-2.76, 3.87, 7.44], [-2.73, 4.60, 5.87], [1.73, 3.57, 6.53], [-4.01, 1.87, 2.02], [-3.17, 0.86, 1.73], [-3.50, 0.39, 0.50], [-3.30, -0.29, 2.74], [-4.52, -0.85, 2.66], [-2.40, -1.23, 2.32], [-2.95, 0.00, 4.21], [-4.00, 0.23, 5.13], [-4.54, 1.48, 5.36], [-3.83, 2.45, 4.75], [-4.45, 1.70, 6.69], [-6.02, 1.54, 4.99], [-6.22, 1.23, 3.70], [-6.47, 2.81, 5.20], [-2.14, 1.24, 1.70], [-2.51, -0.94, 4.57], [-2.16, 0.74, 4.30], [-6.59, 0.85, 5.62]]
}


Entry 4:
{
  "formula": "C20H15N6OPtS2",
  "method": "ωB97M-V with the def2-TZVPD basis set",
  "max_force_ha_per_bohr": 0.0328,
  "lumo_ev": -5.00,
  "mol_weight_g_mol": 614.593,
  "charge": 1,
  "e_homo_ev": -10.30,
  "spin_multiplicity": 1,
  "species": ["Pt", "C", "C", "N", "C", "C", "N", "C", "C", "C", "C", "C", "N", "C", "C", "N", "C", "C", "N", "C", "C", "C", "N", "C", "C", "H", "H", "H", "H", "H", "H", "H", "H", "H", "H", "H", "H", "C", "O", "C", "S", "S", "H", "H", "H"],
  "xyz": [[0.36, 0.08, 0.06], [3.89, -2.43, 0.00], [3.10, -1.30, -0.08], [1.78, -1.37, 0.05], [1.23, -2.61, 0.23], [2.07, -3.73, 0.31], [3.38, -3.64, 0.21], [-0.22, -2.67, 0.32], [-1.01, -3.78, 0.52], [-2.40, -3.67, 0.62], [-2.95, -2.38, 0.51], [-2.13, -1.28, 0.31], [-0.80, -1.46, 0.20], [-2.48, 0.13, 0.22], [-3.78, 0.63, 0.25], [-4.06, 1.91, 0.13], [-3.04, 2.74, -0.05], [-1.73, 2.29, -0.09], [-1.43, 1.00, 0.06], [-3.24, -4.86, 0.86], [-2.68, -6.14, 0.98], [-3.50, -7.23, 1.19], [-4.82, -7.13, 1.28], [-5.37, -5.93, 1.18], [-4.63, -4.78, 0.98], [4.96, -2.38, -0.11], [3.53, -0.32, -0.25], [1.66, -4.71, 0.47], [-0.53, -4.74, 0.63], [-4.01, -2.22, 0.60], [-4.62, -0.04, 0.38], [-3.28, 3.79, -0.17], [-0.91, 2.98, -0.25], [-1.62, -6.31, 0.92], [-3.09, -8.23, 1.28], [-6.45, -5.90, 1.27], [-5.16, -3.84, 0.91], [1.00, 5.27, -1.13], [0.89, 3.93, -0.64], [2.01, 3.28, -0.37], [3.54, 3.82, -0.65], [1.93, 1.76, 0.44], [-0.01, 5.62, -1.29], [1.57, 5.29, -2.06], [1.51, 5.89, -0.39]]
}